(1)
The following is a quantum chemistry calculation of a molecular structure, C46H38BrClO7P2S2SiTa, from the Open Molecules 2025 dataset.

The geometry in XYZ format:
```
99
Properties=species:S:1:pos:R:3:forces:R:3:lowdin_charge:R:1
Ta 0.057920 0.524805 1.448456 -0.5 -0.1 -0.5 1.350
C -2.684990 -2.332702 2.587004 0.0 -0.1 0.0 -0.231
Si -2.100165 -1.140182 1.259212 -0.1 0.1 0.1 0.563
C -3.610040 -0.062867 0.884443 0.0 0.0 0.0 -0.287
C -4.907887 -0.409420 1.265727 0.0 0.0 0.0 -0.074
C -5.994881 0.355135 0.870887 0.0 0.0 0.0 -0.051
C -5.810869 1.481754 0.080140 0.0 0.0 0.0 -0.053
C -4.534447 1.849071 -0.307085 0.0 0.0 0.0 -0.076
C -3.446505 1.081485 0.102233 0.0 0.0 0.1 -0.398
P -1.756729 1.476153 -0.389564 0.0 0.0 0.0 1.059
C -1.744548 3.291493 -0.511071 0.0 0.0 0.1 -0.345
C -1.155557 3.987719 -1.559449 0.0 0.0 0.0 -0.065
C -1.148406 5.376477 -1.553272 0.0 0.0 0.0 -0.062
C -1.726073 6.074022 -0.506019 0.0 0.0 0.0 -0.060
C -2.322908 5.382805 0.540665 0.0 0.0 0.0 -0.056
C -2.331636 4.000495 0.539818 0.0 0.0 0.0 -0.123
C -1.604133 0.861540 -2.101148 0.0 0.1 0.0 -0.310
C -0.453844 1.093111 -2.855845 0.0 0.0 0.0 -0.128
C -0.388341 0.689442 -4.180084 0.0 0.0 0.0 -0.075
C -1.457362 0.023797 -4.759854 0.0 0.0 0.0 -0.060
C -2.596270 -0.228000 -4.010990 0.0 0.0 0.0 -0.057
C -2.675221 0.195831 -2.694360 0.0 0.0 0.0 -0.069
C -1.841826 -2.164434 -0.316863 0.0 0.1 0.0 -0.303
C -2.936982 -2.782640 -0.926466 0.0 0.0 0.0 -0.084
C -2.779001 -3.569067 -2.053502 0.0 0.0 0.0 -0.057
C -1.512533 -3.768893 -2.590595 0.0 0.0 0.0 -0.055
C -0.409275 -3.191078 -1.989923 0.0 0.0 0.0 -0.070
C -0.578826 -2.378729 -0.868283 0.0 0.0 0.0 -0.362
P 0.818617 -1.807936 0.132356 0.1 0.1 0.0 1.060
C 1.318575 -3.373246 0.939569 0.0 0.1 0.0 -0.322
C 0.533494 -3.877413 1.971038 0.0 0.0 0.0 -0.119
C 0.785246 -5.128286 2.507409 0.0 0.0 0.0 -0.054
C 1.826931 -5.897506 2.011545 0.0 0.0 0.0 -0.062
C 2.599053 -5.414929 0.966999 0.0 0.0 0.0 -0.061
C 2.345623 -4.163868 0.426182 0.0 0.0 0.0 -0.078
C 2.232902 -1.444641 -0.948933 0.0 0.0 0.0 -0.358
C 3.518377 -1.451607 -0.402348 0.0 0.0 0.0 -0.126
C 4.614155 -1.135670 -1.189666 0.0 0.0 0.0 -0.069
C 4.438540 -0.791403 -2.522029 0.0 0.0 0.0 -0.057
C 3.162295 -0.763523 -3.065737 0.0 0.0 0.0 -0.055
C 2.063370 -1.089191 -2.284640 0.0 0.0 0.0 -0.083
H -3.131239 -3.204438 2.100799 0.0 0.0 0.0 0.049
H -3.434810 -1.844484 3.203362 0.0 0.0 0.0 0.002
H -1.914825 -2.672768 3.271860 0.1 0.0 0.0 -0.001
H -5.078383 -1.283481 1.878997 0.0 0.0 0.0 0.100
H -6.991921 0.074724 1.183562 0.0 0.0 0.0 0.113
H -6.660503 2.075784 -0.227624 0.0 0.0 0.0 0.113
H -4.384685 2.731567 -0.916969 0.0 0.0 0.0 0.119
H -0.719942 3.462036 -2.396645 0.0 0.0 0.0 0.090
H -0.695625 5.910909 -2.377402 0.0 0.0 0.0 0.109
H -1.719618 7.155386 -0.506595 0.0 0.0 0.0 0.111
H -2.780249 5.920311 1.359705 0.0 0.0 0.0 0.117
H -2.803609 3.467563 1.356956 0.0 0.0 0.0 0.109
H 0.397398 1.580471 -2.406379 0.0 0.0 0.0 0.071
H 0.504577 0.891144 -4.758035 0.0 0.0 0.0 0.110
H -1.404057 -0.294066 -5.792175 0.0 0.0 0.0 0.111
H -3.433965 -0.749985 -4.453296 0.0 0.0 0.0 0.114
H -3.577607 0.006231 -2.130335 0.0 0.0 0.0 0.105
H -3.930425 -2.637340 -0.516186 0.0 0.0 0.0 0.109
H -3.640586 -4.033336 -2.514840 0.0 0.0 0.0 0.113
H -1.384362 -4.392093 -3.465102 0.0 0.0 0.0 0.112
H 0.580598 -3.392909 -2.378375 0.0 0.0 0.0 0.111
H -0.284160 -3.293180 2.355718 -0.1 0.0 0.0 0.031
H 0.165031 -5.499727 3.311517 0.0 0.0 0.0 0.114
H 2.031068 -6.873024 2.430806 0.0 0.0 0.0 0.111
H 3.402296 -6.015173 0.561734 0.0 0.0 0.0 0.111
H 2.948694 -3.823572 -0.402393 0.0 0.0 0.0 0.100
H 3.664458 -1.698340 0.642127 0.0 0.0 0.0 0.112
H 5.604705 -1.150116 -0.754818 0.0 0.0 0.0 0.114
H 5.295286 -0.545136 -3.134822 0.0 0.0 0.0 0.114
H 3.020595 -0.493614 -4.104180 0.0 0.0 0.0 0.110
H 1.073692 -1.062449 -2.716125 0.0 0.0 0.0 0.084
C 1.915995 -0.243910 5.838121 0.0 0.0 0.0 -0.085
O 0.482934 -0.173778 5.895091 0.0 0.0 0.0 -0.200
C -0.295401 -0.363311 4.842936 -0.1 0.0 -0.1 -1.183
S -1.896504 -0.151340 4.972024 0.0 0.0 0.0 0.767
S 0.581812 -0.885320 3.364406 0.1 0.3 0.1 0.635
H 2.242815 0.054393 6.829872 0.0 0.0 0.0 0.102
H 2.305326 0.441147 5.086916 0.0 0.0 0.0 0.073
H 2.243784 -1.261004 5.626279 0.0 0.0 0.0 0.084
O -0.888294 3.994976 3.400649 -0.1 0.0 -0.1 -0.190
Cl -0.218775 2.854504 2.948853 0.4 0.4 0.5 0.716
O 0.810232 2.384599 3.808075 -0.2 0.3 0.1 -0.262
O 0.317196 2.987194 1.587188 0.2 -0.6 0.1 -0.349
O -1.201227 1.710191 2.755014 0.2 -0.4 -0.3 -0.534
Br 5.165328 0.927396 1.923862 0.0 0.0 0.0 0.873
C 4.715645 1.804785 0.316169 0.0 0.0 0.0 -0.586
C 5.754354 2.449264 -0.335937 0.0 0.0 0.0 -0.114
C 5.527975 3.112755 -1.531634 0.0 0.0 0.0 -0.043
C 4.258127 3.143033 -2.089451 0.0 0.0 0.0 -0.047
C 3.222543 2.499531 -1.442814 0.0 0.0 0.0 0.003
C 3.429623 1.819856 -0.239472 0.1 0.0 0.0 -0.156
C 2.260571 1.173529 0.354391 0.1 0.1 -0.1 -0.585
O 1.116051 1.207419 -0.239777 0.0 0.0 -0.1 -0.223
O 2.229564 0.585720 1.471495 0.0 -0.1 0.1 -0.203
H 6.742793 2.429948 0.100366 0.0 0.0 0.0 0.104
H 6.351872 3.611868 -2.023156 0.0 0.0 0.0 0.117
H 4.078179 3.668241 -3.016353 0.0 0.0 0.0 0.114
H 2.223858 2.523547 -1.853893 0.0 0.0 0.0 0.108
```
Forces are in eV/Å.

The calculation puts the molecular weight at 1153.3 g mol⁻¹. The LUMO energy is -3.87 eV. The orbital gap is 6.56 eV. As for the HOMO energy: -10.4 eV. The net charge is +1. As for the energy above the lowest of the compared OMol25 structures with the same formula, charge and spin: 9.15 kcal/mol.

=====

(2)
The following is a quantum chemistry calculation of a molecular structure, C46H38BrGeN5O3Re at a distorted geometry, from the Open Molecules 2025 dataset.

The geometry in XYZ format:
```
95
Properties=species:S:1:pos:R:3:forces:R:3:lowdin_spin:R:1
Re -0.073640 -0.985848 1.080580 0.2 0.7 -0.3 0.904
O -4.420941 0.297882 1.769630 0.2 0.0 -0.1 0.002
C -4.719838 0.356614 0.442051 0.0 -0.1 0.1 0.000
C -6.024538 0.716365 0.115489 0.1 0.0 -0.1 0.000
C -6.420663 0.782845 -1.204916 0.0 0.0 0.0 0.000
C -5.518488 0.499930 -2.225055 0.1 0.0 0.0 0.000
C -4.217725 0.161676 -1.900477 -0.1 0.1 -0.1 0.000
C -3.794855 0.076721 -0.571154 0.0 0.0 0.0 -0.001
C -2.330475 -0.164036 -0.305821 -0.1 0.1 0.1 0.002
O -2.022894 -0.582591 1.006195 0.1 0.0 0.1 0.061
N -1.762022 -1.176974 -1.267294 0.1 0.0 0.0 -0.005
N -0.958198 -2.044024 -0.542911 -0.1 -0.2 -0.1 -0.014
C -1.087781 -3.315375 -0.689926 0.0 0.0 -0.2 0.031
C -0.613671 -4.287423 0.255971 0.1 0.0 0.0 0.001
Br -0.265291 -3.523373 1.994964 -0.3 -1.1 0.3 0.006
C -0.645777 -5.628910 0.153447 0.1 0.0 0.0 0.015
C -0.874511 -6.440466 -1.032247 0.0 0.1 0.1 0.001
C -1.338178 -7.744537 -0.825155 -0.1 0.0 -0.1 0.003
C -1.635014 -8.561822 -1.901430 0.0 0.0 0.1 0.000
C -1.444408 -8.096437 -3.193922 0.0 0.1 -0.1 0.004
C -0.940197 -6.818356 -3.413969 0.0 -0.1 0.0 0.000
C -0.653524 -5.994477 -2.342527 0.1 0.0 0.0 0.003
H -3.571739 -0.163100 1.854438 0.0 0.1 0.1 0.000
H -6.713915 0.926315 0.921200 0.0 0.0 0.0 0.000
H -7.440071 1.054506 -1.441798 0.0 0.0 0.0 0.000
H -5.823274 0.553777 -3.259884 0.0 0.0 0.0 0.000
H -3.504382 0.006150 -2.702360 0.0 0.0 0.0 0.000
H -1.775313 0.770054 -0.484837 0.0 -0.1 -0.1 -0.001
H -2.494290 -1.688103 -1.752473 -0.1 0.0 0.1 0.000
H -1.699514 -3.692143 -1.507820 -0.1 0.0 0.0 0.001
H -0.510621 -6.192201 1.071296 0.1 0.0 0.0 0.001
H -1.480016 -8.109479 0.184280 0.0 0.0 0.0 0.000
H -2.006998 -9.562143 -1.731763 0.0 0.0 0.0 0.000
H -1.664906 -8.737867 -4.035978 0.0 0.0 0.0 0.000
H -0.752229 -6.477085 -4.422090 0.0 0.0 0.0 0.000
H -0.192088 -5.034028 -2.533036 0.0 0.0 0.1 0.000
N 5.437525 -0.195252 -2.097572 0.1 0.0 -0.1 -0.001
C 4.898666 -0.694561 -1.217405 -0.1 -0.1 0.1 0.000
C 4.203120 -1.274548 -0.102967 0.0 0.0 0.0 -0.001
C 4.874638 -1.858915 0.963256 0.0 0.0 0.0 0.008
C 4.122565 -2.323441 2.027523 -0.1 0.0 0.0 -0.001
C 2.748169 -2.177686 1.999399 0.1 0.1 0.0 0.008
N 2.090261 -1.613362 0.971317 0.1 0.0 0.1 0.008
C 2.821134 -1.184013 -0.066371 -0.1 -0.1 -0.1 0.008
H 5.953069 -1.940089 0.954999 0.0 0.0 0.0 0.000
H 4.591959 -2.789935 2.881349 0.0 0.0 0.0 0.000
H 2.152360 -2.504816 2.836685 0.0 0.0 0.0 0.000
H 2.289656 -0.755834 -0.905026 0.0 0.1 0.0 0.000
O 0.322721 -0.513088 2.996006 -0.2 0.1 0.2 0.058
N 0.113901 0.697130 3.578285 0.2 -0.2 -0.1 0.006
C 0.912059 0.981672 4.620331 -0.1 0.1 0.0 0.002
C 0.769971 2.183014 5.272037 0.0 0.0 0.0 0.000
C -0.197533 3.081649 4.841052 0.0 0.0 0.0 0.002
C -1.008272 2.746084 3.769939 0.0 0.0 0.0 0.000
C -0.838754 1.530367 3.142003 0.0 0.1 -0.1 0.002
H 1.626312 0.216546 4.881096 0.0 0.0 0.0 0.000
H 1.420434 2.404242 6.104973 0.0 0.0 0.0 0.000
H -0.314553 4.035522 5.335317 0.0 0.0 0.0 0.000
H -1.772262 3.413076 3.397568 0.0 0.0 0.0 0.000
H -1.421444 1.196215 2.294948 -0.1 0.0 0.1 0.000
C 0.391264 0.463407 0.304593 0.0 0.4 -0.3 -0.098
Ge 1.003599 2.226259 -0.422729 0.0 0.0 0.0 -0.007
C 2.815103 2.396889 0.248586 0.1 0.0 -0.1 -0.001
C 3.714229 3.227237 -0.420709 0.0 -0.1 -0.1 0.000
C 5.000803 3.413275 0.063749 0.0 0.0 0.0 0.000
C 5.405216 2.773079 1.225397 0.0 0.0 0.0 0.000
C 4.521383 1.945350 1.902571 0.0 0.0 0.0 0.000
C 3.236331 1.760191 1.413804 0.0 0.0 0.0 0.000
C -0.128659 3.601732 0.344915 0.0 0.0 0.1 -0.002
C 0.469980 4.651809 1.039826 0.0 -0.1 0.1 0.000
C -0.301019 5.681044 1.566193 0.0 0.0 0.0 0.000
C -1.679436 5.660381 1.418752 0.0 0.0 0.0 0.000
C -2.289051 4.617388 0.732591 0.0 0.0 0.0 0.000
C -1.516718 3.601197 0.190669 0.0 0.0 -0.1 0.000
C 0.834360 2.073353 -2.335302 0.0 0.0 -0.1 -0.001
C 0.587641 0.853122 -2.961360 0.1 0.0 0.0 0.000
C 0.501849 0.773953 -4.343564 0.0 0.0 0.0 0.000
C 0.662187 1.918037 -5.110818 0.0 0.0 -0.1 0.000
C 0.899113 3.139846 -4.498968 0.0 0.0 0.0 0.000
C 0.979701 3.219723 -3.117414 0.0 0.0 0.0 0.000
H 3.424127 3.721527 -1.340775 0.0 0.0 0.0 0.000
H 5.690273 4.053749 -0.469315 0.0 0.0 0.0 0.000
H 6.409464 2.917774 1.600368 0.0 0.0 0.0 0.000
H 4.838047 1.446026 2.810428 0.0 0.0 0.0 0.000
H 2.560599 1.102529 1.946858 -0.1 -0.1 0.1 0.000
H 1.545240 4.671179 1.175658 0.0 0.0 0.0 0.000
H 0.176254 6.503100 2.083455 0.0 0.0 0.0 0.000
H -2.278945 6.464554 1.824281 0.0 0.0 0.0 0.000
H -3.363575 4.601398 0.606380 0.0 0.0 0.0 0.000
H -2.016771 2.824329 -0.377700 0.0 0.0 0.0 0.000
H 0.438299 -0.046861 -2.375110 0.0 0.0 0.0 0.000
H 0.311478 -0.176772 -4.823258 0.0 0.0 0.0 0.000
H 0.594075 1.859777 -6.188699 0.0 0.0 0.0 0.000
H 1.017317 4.031788 -5.098828 0.0 0.0 0.0 0.000
H 1.142525 4.186615 -2.653956 0.0 0.0 0.0 0.000
```
Forces are in eV/Å.

The calculation puts the molecular weight at 1047.6 g mol⁻¹. The LUMO energy (spin up / spin down) is -6.05 / -6.61 eV. The orbital gap (spin up / spin down) is 6.59 / 6.04 eV. As for the HOMO energy (spin up / spin down): -12.6 / -12.6 eV. Its expectation value of S² is 0.769. The spin multiplicity is 2. The net charge is +2. As for the energy above the lowest of the compared OMol25 structures with the same formula, charge and spin: 0.00 kcal/mol.

=====

Q: Number 1 is which compound?
A: C46H38BrClO7P2S2SiTa

=====

Q: Among the records above, which one has the lowest net charge?
A: C46H38BrClO7P2S2SiTa

=====

Q: The highest net charge belongs to which entry?
A: C46H38BrGeN5O3Re